(1)
Molecular formula: C20H14FFeN2O2
Method: DFT, ωB97M-V/def2-TZVPD

Atoms and positions in Å:
Fe (-1.072, 1.235, -0.165)
O (-2.342, 0.079, -1.124)
C (-1.948, -0.837, -1.921)
C (-2.527, -0.965, -3.225)
C (-2.170, -1.983, -4.049)
C (-1.214, -2.961, -3.649)
C (-0.630, -2.866, -2.428)
C (-0.943, -1.793, -1.543)
C (-0.286, -1.704, -0.310)
N (-0.324, -0.617, 0.432)
N (0.099, -0.734, 1.684)
C (-0.100, 0.445, 2.317)
O (-0.644, 1.436, 1.766)
C (0.293, 0.508, 3.744)
C (-0.269, 1.482, 4.562)
C (0.083, 1.547, 5.901)
C (1.006, 0.649, 6.420)
C (1.572, -0.321, 5.602)
C (1.212, -0.399, 4.267)
H (-3.262, -0.226, -3.514)
H (-2.618, -2.057, -5.032)
H (-0.954, -3.767, -4.321)
H (0.113, -3.591, -2.117)
H (0.276, -2.554, 0.068)
H (-0.979, 2.180, 4.138)
H (-0.362, 2.298, 6.540)
H (1.285, 0.705, 7.464)
H (2.292, -1.020, 6.008)
H (1.634, -1.157, 3.621)
F (2.574, 1.727, -4.839)
C (1.797, 1.631, -3.737)
C (0.475, 2.012, -3.820)
C (-0.308, 1.895, -2.676)
C (0.209, 1.410, -1.466)
C (1.554, 1.048, -1.441)
C (2.356, 1.155, -2.569)
H (0.076, 2.376, -4.758)
H (-1.354, 2.181, -2.753)
H (1.998, 0.675, -0.524)
H (3.402, 0.877, -2.553)

Relative energy (zero: lowest compared OMol25 entry of this formula, charge and spin) (eV): 0.563
2S+1: 2
Charge: 0

=====

(2)
Molecular formula: C15H28F5NO8S2
Method: DFT, ωB97M-V/def2-TZVPD

Atoms and positions in Å:
C (2.454, 2.108, 0.603)
C (2.392, 1.317, -0.718)
C (2.405, -0.192, -0.510)
O (1.847, -0.847, -1.656)
C (0.975, -1.852, -1.316)
O (1.301, -3.002, -1.304)
C (-0.404, -1.369, -0.947)
C (-0.666, -1.590, 0.545)
C (-1.216, -0.410, 1.296)
N (-0.450, -2.689, 1.145)
C (3.835, -0.761, -0.238)
F (4.134, -1.771, -1.082)
F (4.779, 0.210, -0.405)
C (4.014, -1.305, 1.208)
F (4.143, -0.290, 2.074)
F (5.094, -2.074, 1.297)
F (2.945, -2.025, 1.579)
H (3.292, 2.801, 0.626)
H (1.555, 2.708, 0.738)
H (2.546, 1.454, 1.470)
H (3.195, 1.618, -1.384)
H (1.452, 1.530, -1.229)
H (1.792, -0.418, 0.365)
H (-1.125, -1.931, -1.543)
H (-0.509, -0.316, -1.202)
H (-2.257, -0.246, 1.009)
H (-1.159, -0.601, 2.364)
H (-0.657, 0.495, 1.049)
H (-0.046, -3.374, 0.502)
O (1.503, 5.306, 0.363)
S (1.571, 6.662, -0.096)
O (2.391, 7.599, 0.605)
O (0.093, 7.229, -0.219)
C (-0.782, 7.069, 0.923)
C (-0.489, 8.061, 2.028)
C (1.974, 6.699, -1.807)
H (-0.717, 6.038, 1.275)
H (-1.779, 7.224, 0.516)
H (0.483, 7.878, 2.484)
H (-1.253, 7.978, 2.801)
H (-0.492, 9.078, 1.639)
H (1.328, 6.005, -2.337)
H (3.015, 6.394, -1.889)
H (1.848, 7.714, -2.172)
O (-5.616, -6.153, -0.100)
S (-4.621, -6.701, -0.972)
O (-4.220, -8.063, -0.815)
O (-3.343, -5.758, -0.942)
C (-2.808, -5.399, 0.355)
C (-2.001, -6.514, 0.986)
C (-5.071, -6.419, -2.649)
H (-3.624, -5.073, 1.000)
H (-2.175, -4.537, 0.159)
H (-2.630, -7.362, 1.252)
H (-1.520, -6.142, 1.890)
H (-1.234, -6.868, 0.298)
H (-5.348, -5.376, -2.768)
H (-5.918, -7.068, -2.858)
H (-4.228, -6.680, -3.283)

SMILES string: [H]/N=C(/C)CC(=O)O[C@H](CC)C(F)(F)C(F)(F)F.CCOS(C)(=O)=O.CCOS(C)(=O)=O
Charge: 0

=====

(3)
Molecular formula: C6H11NO2
Method: DFT, ωB97M-V/def2-TZVPD

Atoms and positions in Å:
C (2.361, -0.253, 0.184)
C (0.144, 0.446, -1.718)
C (1.317, -1.287, 0.032)
C (-0.083, -0.653, -0.713)
N (-1.007, -1.512, -0.775)
O (1.270, -2.380, 0.488)
H (-1.700, -1.334, -1.507)
H (3.171, -0.644, 0.796)
H (2.737, 0.056, -0.790)
H (1.875, 0.627, 0.671)
H (0.461, 1.352, -1.206)
H (0.924, 0.170, -2.430)
H (-0.769, 0.655, -2.275)
C (-2.144, 0.765, 1.134)
C (-0.692, 0.513, 1.436)
O (0.180, 1.372, 1.295)
H (-0.531, -0.327, 2.137)
H (-2.638, 1.086, 2.051)
H (-2.611, -0.173, 0.827)
H (-2.264, 1.520, 0.361)

Relative energy (zero: lowest compared OMol25 entry of this formula, charge and spin) (eV): 2.778
SMILES string: [H]/N=C(\C)C(C)=O.CC=O
Charge: 0

=====

(4)
Molecular formula: C8H23AgO10
Method: DFT, ωB97M-V/def2-TZVPD

Atoms and positions in Å:
Ag (0.354, 0.226, -0.497)
O (-2.779, -2.572, 0.571)
C (-2.020, -1.571, 1.110)
O (-1.540, -1.723, 2.255)
O (-1.825, -0.556, 0.368)
H (-2.943, -2.201, -0.315)
C (0.905, 3.623, 1.523)
O (0.252, 2.492, 0.970)
H (1.732, 3.958, 0.899)
H (0.160, 4.418, 1.624)
H (1.357, 3.386, 2.492)
H (-0.291, 2.036, 1.622)
C (-3.127, 2.004, -2.127)
C (-1.655, 2.091, -2.555)
O (-0.972, 0.866, -2.344)
O (-3.301, 1.765, -0.753)
H (-3.581, 1.188, -2.711)
H (-3.627, 2.932, -2.414)
H (-1.170, 2.938, -2.066)
H (-1.623, 2.320, -3.630)
H (-1.064, 0.292, -3.108)
H (-2.842, 0.929, -0.526)
C (2.517, -1.616, -1.814)
C (1.374, -1.694, -2.834)
O (0.118, -1.987, -2.251)
O (2.611, -0.290, -1.250)
H (3.456, -1.866, -2.314)
H (2.391, -2.308, -0.979)
H (1.656, -2.530, -3.488)
H (1.313, -0.728, -3.332)
H (0.061, -2.922, -2.037)
H (3.435, 0.113, -1.531)
C (1.794, -1.305, 2.611)
C (1.086, -1.073, 3.932)
O (0.172, -2.094, 4.248)
O (0.882, -1.160, 1.512)
H (2.267, -2.288, 2.523)
H (2.596, -0.573, 2.470)
H (0.658, -0.063, 3.891)
H (1.835, -1.014, 4.726)
H (-0.626, -1.979, 3.693)
H (0.007, -1.462, 1.838)

Relative energy (zero: lowest compared OMol25 entry of this formula, charge and spin) (eV): 0.000
Charge: 0

=====

(5)
Molecular formula: C7H12
Method: DFT, ωB97M-V/def2-TZVPD

Atoms and positions in Å:
C (-2.581, 0.128, 0.062)
C (-1.170, -0.440, 0.054)
C (-0.235, 0.186, -1.008)
C (0.887, 0.091, 0.009)
C (2.083, -0.779, -0.212)
C (2.239, 0.710, -0.017)
C (-0.126, -0.045, 1.144)
H (-3.048, 0.018, -0.927)
H (-2.544, 1.201, 0.276)
H (-3.239, -0.349, 0.794)
H (-1.161, -1.532, 0.022)
H (-0.098, -0.306, -1.978)
H (-0.532, 1.229, -1.183)
H (2.223, -1.176, -1.217)
H (2.411, -1.444, 0.583)
H (2.502, 1.323, -0.875)
H (2.652, 1.051, 0.929)
H (-0.375, 0.912, 1.620)
H (0.113, -0.779, 1.924)

Relative energy (zero: lowest compared OMol25 entry of this formula, charge and spin) (eV): 1.292
SMILES string: CC1CC2(CC2)C1
Charge: 0

=====

(6)
Molecular formula: C29H49BrN2OP2Sn
Method: DFT, ωB97M-V/def2-TZVPD

Atoms and positions in Å:
N (8.226, -6.790, 3.434)
C (7.082, -7.423, 3.148)
C (5.920, -6.738, 2.764)
C (5.961, -5.326, 2.665)
C (7.164, -4.678, 3.025)
C (8.274, -5.458, 3.386)
C (4.827, -4.568, 2.152)
Sn (0.258, 0.010, -1.051)
P (0.072, 2.989, -4.968)
C (4.940, -3.275, 1.755)
C (3.823, -2.528, 1.318)
C (4.083, -1.480, 0.428)
C (3.021, -0.835, -0.170)
C (1.719, -1.173, 0.223)
C (1.427, -2.245, 1.067)
C (2.500, -2.909, 1.672)
Br (-1.984, 1.818, -0.895)
H (3.899, -5.130, 2.043)
H (5.945, -2.848, 1.668)
H (5.008, -7.277, 2.496)
H (7.258, -3.596, 2.999)
H (7.066, -8.514, 3.208)
H (9.220, -4.970, 3.627)
H (5.114, -1.245, 0.184)
H (2.338, -3.725, 2.395)
H (3.230, -0.091, -0.944)
H (0.402, -2.578, 1.275)
P (0.811, 1.764, 1.091)
C (0.032, 1.201, -5.307)
C (0.338, 0.919, -6.789)
H (-0.979, 0.840, -5.063)
H (0.763, 0.709, -4.646)
H (0.060, -0.104, -7.056)
H (-0.221, 1.590, -7.449)
H (1.400, 1.034, -7.026)
C (1.746, 3.464, -4.455)
C (2.110, 4.913, -4.821)
H (2.429, 2.784, -4.987)
H (1.841, 3.291, -3.372)
H (3.187, 5.075, -4.705)
H (1.858, 5.138, -5.863)
H (1.606, 5.649, -4.186)
C (-1.101, 3.499, -3.675)
C (-2.503, 3.811, -4.212)
H (-0.695, 4.395, -3.173)
H (-1.146, 2.668, -2.948)
H (-3.139, 4.181, -3.403)
H (-2.478, 4.577, -4.993)
H (-2.990, 2.925, -4.623)
C (-0.443, 2.924, 1.833)
C (-0.278, 3.443, 3.253)
H (-1.397, 2.384, 1.736)
H (-0.506, 3.770, 1.132)
H (-0.479, 2.672, 4.002)
H (0.711, 3.870, 3.440)
H (-1.011, 4.242, 3.412)
C (1.932, 2.899, 0.150)
C (3.431, 2.837, 0.440)
H (1.546, 3.913, 0.326)
H (1.746, 2.666, -0.910)
H (3.681, 3.339, 1.381)
H (3.815, 1.811, 0.480)
H (3.971, 3.356, -0.361)
C (1.802, 1.197, 2.534)
C (1.053, 0.250, 3.479)
H (2.153, 2.090, 3.072)
H (2.692, 0.689, 2.135)
H (1.740, -0.525, 3.847)
H (0.662, 0.781, 4.356)
H (0.217, -0.264, 2.984)
C (-4.677, -2.073, 2.012)
N (-3.651, -1.217, 1.443)
C (-4.104, 0.035, 0.858)
C (-2.369, -1.620, 1.317)
C (-1.954, -2.863, 2.055)
O (-1.547, -0.954, 0.622)
H (-5.644, -1.569, 1.896)
H (-4.503, -2.262, 3.079)
H (-4.715, -3.040, 1.490)
H (-3.635, 0.897, 1.353)
H (-3.864, 0.088, -0.211)
H (-5.186, 0.083, 1.006)
H (-1.476, -3.564, 1.366)
H (-1.236, -2.590, 2.835)
H (-2.790, -3.377, 2.535)

Relative energy (zero: lowest compared OMol25 entry of this formula, charge and spin) (eV): 0.000
Charge: +4

=====

(7)
Molecular formula: CH6N2O2
Method: DFT, ωB97M-V/def2-TZVPD

Atoms and positions in Å:
C (-1.166, 0.657, -0.330)
N (-0.540, -0.630, 0.440)
N (0.019, -1.575, -0.183)
O (1.550, 0.634, 0.407)
O (2.065, -0.346, -0.417)
H (-1.283, 1.282, 0.524)
H (-0.319, 1.021, -0.914)
H (-2.101, 0.299, -0.920)
H (-0.465, -0.623, 1.458)
H (0.028, -1.358, -1.254)
H (2.213, 0.640, 1.188)

Relative energy (zero: lowest compared OMol25 entry of this formula, charge and spin) (eV): 8.226
Charge: 0

=====

(8)
Molecular formula: CH3ORb
Method: DFT, ωB97M-V/def2-TZVPD

Atoms and positions in Å:
Rb (-2.034, -1.621, -1.913)
C (0.409, 0.331, 0.390)
O (0.128, -0.423, -0.715)
H (-0.112, -0.019, 1.313)
H (1.488, 0.333, 0.649)
H (0.121, 1.399, 0.276)

Relative energy (zero: lowest compared OMol25 entry of this formula, charge and spin) (eV): 0.000
Charge: 0

=====

(9)
Molecular formula: C4H9NO2
Method: DFT, ωB97M-V/def2-TZVPD

Atoms and positions in Å:
C (0.615, -1.703, 0.485)
O (0.011, -2.989, 0.482)
C (-0.238, -0.686, -0.243)
C (-0.682, -0.718, -1.493)
H (-0.209, -3.201, -0.435)
H (0.735, -1.417, 1.528)
H (1.609, -1.730, 0.022)
H (-1.103, 0.140, -2.015)
C (-0.501, 2.095, -0.039)
N (-0.088, 1.034, 0.852)
O (1.273, 1.121, 1.112)
H (1.740, 1.408, 0.305)
H (-1.286, -0.493, 0.224)
H (0.103, 2.163, -0.958)
H (-0.436, 3.050, 0.493)
H (-1.541, 1.926, -0.321)

Relative energy (zero: lowest compared OMol25 entry of this formula, charge and spin) (eV): 8.695
Charge: 0

=====

(10)
Molecular formula: C29H77F3MnN7O10S
Method: DFT, ωB97M-V/def2-TZVPD

Atoms and positions in Å:
Mn (-1.463, 1.970, 0.345)
C (1.595, -1.209, -0.971)
F (1.817, -0.692, -2.189)
F (1.853, -2.498, -1.030)
F (2.371, -0.599, -0.082)
S (-0.151, -1.011, -0.508)
O (-0.172, -1.434, 0.875)
O (-0.473, 0.417, -0.656)
O (-0.925, -1.793, -1.410)
C (-4.527, 1.288, -3.026)
C (-3.098, 1.528, -2.619)
C (-2.420, 2.446, -3.605)
O (-1.060, 2.651, -3.393)
C (-0.255, 1.531, -3.770)
N (-3.018, 2.118, -1.219)
H (-5.065, 0.644, -2.326)
H (-4.615, 0.876, -4.032)
H (-5.097, 2.231, -3.069)
H (-2.572, 0.571, -2.567)
H (-2.876, 3.443, -3.524)
H (-2.586, 2.143, -4.645)
H (-0.301, 1.384, -4.858)
H (-0.588, 0.602, -3.299)
H (0.772, 1.725, -3.484)
H (-3.787, 1.656, -0.698)
H (-3.402, 3.071, -1.287)
C (1.934, 4.507, -0.868)
C (1.048, 3.368, -0.405)
C (1.213, 3.146, 1.086)
O (0.283, 2.152, 1.554)
C (0.632, 1.720, 2.881)
N (-0.391, 3.580, -0.711)
H (1.965, 4.576, -1.956)
H (2.968, 4.416, -0.525)
H (1.576, 5.462, -0.462)
H (1.375, 2.433, -0.872)
H (1.032, 4.088, 1.634)
H (2.250, 2.883, 1.313)
H (-0.137, 1.045, 3.233)
H (0.650, 2.587, 3.551)
H (1.618, 1.260, 2.875)
H (-0.536, 3.515, -1.731)
H (-0.646, 4.542, -0.474)
C (-0.112, -1.720, 4.719)
C (0.108, -3.182, 4.354)
C (-1.202, -3.923, 4.282)
O (-1.949, -3.666, 5.437)
C (-3.221, -4.286, 5.426)
N (0.709, -3.328, 3.002)
H (0.832, -1.180, 4.718)
H (-0.603, -1.631, 5.695)
H (-0.831, -1.263, 4.023)
H (0.791, -3.631, 5.075)
H (-1.005, -4.996, 4.189)
H (-1.731, -3.565, 3.382)
H (-3.205, -5.286, 4.967)
H (-3.956, -3.703, 4.840)
H (-3.581, -4.377, 6.447)
H (0.219, -2.684, 2.380)
H (1.669, -2.994, 3.007)
C (-3.395, -1.886, 1.551)
C (-3.389, -0.451, 1.056)
C (-4.736, 0.178, 1.294)
O (-4.813, 1.390, 0.569)
C (-6.104, 1.970, 0.619)
N (-2.289, 0.378, 1.654)
H (-3.516, -1.917, 2.643)
H (-2.420, -2.355, 1.394)
H (-4.150, -2.464, 1.028)
H (-3.224, -0.482, -0.029)
H (-4.890, 0.371, 2.365)
H (-5.497, -0.507, 0.907)
H (-6.072, 2.904, 0.056)
H (-6.403, 2.212, 1.644)
H (-6.855, 1.323, 0.153)
H (-1.448, -0.228, 1.657)
H (-2.496, 0.431, 2.659)
C (4.930, -0.079, -4.672)
C (5.817, -0.531, -3.520)
C (5.085, -1.106, -2.390)
O (5.964, -1.425, -1.341)
C (5.307, -2.160, -0.328)
N (6.851, -1.458, -4.008)
H (4.321, -0.903, -5.048)
H (5.556, 0.336, -5.461)
H (4.245, 0.733, -4.399)
H (6.292, 0.393, -3.125)
H (4.420, -1.938, -2.691)
H (4.344, -0.349, -2.057)
H (6.030, -2.403, 0.449)
H (4.865, -3.086, -0.715)
H (4.509, -1.571, 0.139)
H (7.452, -0.997, -4.683)
H (7.463, -1.722, -3.240)
C (5.216, 2.051, 0.290)
C (5.063, 2.487, 1.752)
C (6.287, 2.254, 2.602)
O (5.863, 2.091, 3.927)
C (6.933, 1.773, 4.798)
N (4.558, 3.873, 1.778)
H (5.596, 1.030, 0.246)
H (5.870, 2.699, -0.296)
H (4.228, 2.020, -0.174)
H (4.275, 1.813, 2.124)
H (6.958, 3.123, 2.486)
H (6.837, 1.361, 2.267)
H (7.413, 0.838, 4.492)
H (6.504, 1.646, 5.790)
H (7.669, 2.583, 4.834)
H (5.275, 4.428, 1.312)
H (4.509, 4.209, 2.738)
C (-4.485, -2.096, -4.361)
C (-3.845, -2.392, -3.045)
C (-4.781, -3.126, -2.116)
O (-5.754, -2.205, -1.645)
C (-6.715, -2.825, -0.838)
N (-2.668, -3.237, -3.234)
H (-3.786, -1.620, -5.060)
H (-5.355, -1.446, -4.264)
H (-4.782, -3.026, -4.855)
H (-3.595, -1.436, -2.547)
H (-4.241, -3.589, -1.279)
H (-5.309, -3.933, -2.644)
H (-7.542, -2.137, -0.654)
H (-6.309, -3.139, 0.139)
H (-7.149, -3.722, -1.305)
H (-2.114, -2.842, -3.994)
H (-2.096, -3.034, -2.411)

Relative energy (zero: lowest compared OMol25 entry of this formula, charge and spin) (eV): 0.000
2S+1: 6
Charge: +1

=====

(11)
Molecular formula: C4H6N2O
Method: DFT, ωB97M-V/def2-TZVPD

Atoms and positions in Å:
C (1.154, 1.162, 1.182)
C (0.227, 0.476, 0.232)
N (0.501, 0.645, -1.161)
O (-0.624, 0.081, -1.832)
C (-1.127, -0.863, -0.953)
N (-1.547, -1.970, -1.392)
C (-0.830, -0.328, 0.390)
H (2.009, 1.592, 0.644)
H (0.619, 1.977, 1.680)
H (1.508, 0.455, 1.939)
H (-1.760, -2.615, -0.631)
H (1.251, -0.027, -1.379)
H (-1.381, -0.585, 1.281)

Relative energy (zero: lowest compared OMol25 entry of this formula, charge and spin) (eV): 2.991
SMILES string: [H]/N=c1\cc(C)[nH]o1
Charge: 0

=====

Number 1: energy -65144.6644 eV. Number 2: energy -69136.3260 eV. Number 3: energy -11983.4904 eV. Number 4: energy -33142.0352 eV. Number 5: energy -7452.1395 eV. Number 6: energy -130302.4781 eV. Number 7: energy -8202.6495 eV. Number 8: energy -3786.8251 eV. Number 9: energy -9871.3657 eV. Number 10: energy -112530.8342 eV. Number 11: energy -9270.5105 eV.